w:
Computed, not measured: an isolated molecule of C18H20ClNO2, with wB97M-V/def2-TZVPD.

Geometry as XYZ:
```
42
C18H20ClNO2 (wB97M-V/def2-TZVPD)
C -8.10 -0.48 -2.23
C -6.94 0.33 -1.58
C -6.89 0.05 -0.12
O -6.05 0.70 0.60
C -4.76 0.27 0.41
C -4.01 1.22 1.33
C -2.68 0.98 1.47
C -2.03 0.05 0.50
C -2.90 -0.80 -0.19
C -4.18 -0.66 -0.14
H -4.88 -1.10 -0.69
H -2.55 -1.55 -0.75
C -0.53 -0.31 0.60
O 0.18 0.82 1.24
C 0.03 -1.43 0.03
C 1.43 -1.66 0.69
N 2.37 -0.78 0.03
C 3.67 -0.74 0.04
C 4.53 -1.76 0.10
C 5.77 -1.83 0.17
C 6.46 -0.73 -0.35
C 5.68 0.54 -0.30
C 4.42 0.60 -0.29
H 3.83 1.46 -0.32
Cl 6.65 2.07 -1.07
H 7.67 -0.72 -0.35
H 6.35 -2.99 0.21
H 3.95 -2.62 0.38
H 1.89 0.28 0.23
H 1.60 -1.66 1.74
H 1.83 -2.50 0.16
H -0.05 -1.39 -1.06
H -0.53 -2.22 0.51
H -1.97 1.64 1.84
H -4.44 2.07 1.82
H -7.96 0.39 0.41
H -6.82 -1.11 -0.15
H -7.33 1.42 -1.39
H -6.13 0.22 -2.02
H -9.25 -0.18 -1.79
H -7.84 -1.62 -2.10
H -8.32 -0.12 -3.13
```

As for the HOMO energy: -0.2750 Ha. Its SMILES is CCCOc1ccc(C(=O)CCNc2cccc(Cl)c2)cc1. Its LUMO energy is -0.922 eV. The HOMO-LUMO gap is 6.56 eV.

---

x:
Computed, not measured: an isolated molecule of C18H20ClNO2, with wB97M-V/def2-TZVPD.

Geometry as XYZ:
```
42
C18H20ClNO2 (wB97M-V/def2-TZVPD)
C -3.06 -1.88 -1.64
H -4.14 -1.94 -1.51
O -2.51 -1.98 -0.35
C -1.16 -1.93 -0.21
C -0.68 -2.08 1.09
C 0.67 -2.05 1.34
C 1.59 -1.88 0.31
C 1.10 -1.72 -0.98
C -0.26 -1.75 -1.25
H -0.59 -1.63 -2.26
H 1.80 -1.58 -1.80
C 3.06 -1.80 0.60
H 3.63 -1.93 -0.32
H 3.34 -2.61 1.29
C 3.45 -0.46 1.25
C 3.24 0.69 0.27
O 4.15 1.23 -0.33
N 1.95 1.06 0.14
H 1.22 0.51 0.59
C 1.51 2.06 -0.80
H 1.08 1.59 -1.68
H 2.40 2.62 -1.10
C 0.48 3.00 -0.16
C -0.81 2.27 0.10
C -1.79 2.21 -0.89
C -2.98 1.55 -0.68
C -3.21 0.93 0.54
C -2.25 0.97 1.54
C -1.06 1.64 1.31
H -0.32 1.68 2.10
H -2.43 0.48 2.48
Cl -4.71 0.14 0.83
H -3.74 1.52 -1.45
H -1.61 2.69 -1.84
H 0.88 3.38 0.78
H 0.31 3.84 -0.83
H 2.86 -0.30 2.15
H 4.51 -0.48 1.51
H 1.03 -2.19 2.35
H -1.40 -2.23 1.89
H -2.73 -2.70 -2.28
H -2.81 -0.92 -2.11
```

As for the HOMO energy: -0.3107 Ha. Its SMILES is COc1ccc(CCC(=O)NCCc2ccc(Cl)cc2)cc1. Its LUMO energy is 0.704 eV. The HOMO-LUMO gap is 9.16 eV.

---

Relative stability in eV, measured from the most stable structure: w 13.669; x 0.000

---

w:
Computed, not measured: an isolated molecule of C3H6ClN, with wB97M-V/def2-TZVPD.

Geometry as XYZ:
```
11
C3H6ClN (wB97M-V/def2-TZVPD)
C -1.10 -1.20 0.66
C -0.22 -0.22 0.69
C 1.00 -0.03 -0.20
N 0.69 1.30 -1.13
Cl 2.28 0.32 1.04
H -1.75 -1.12 1.52
H -1.34 -2.08 -0.01
H -0.22 0.37 1.59
H 1.23 -0.75 -0.88
H 0.40 2.03 -0.32
H 1.58 1.58 -1.55
```

As for the HOMO energy: -0.3675 Ha. Its SMILES is C=C[C@@H](N)Cl. Its LUMO energy is 1.087 eV. The HOMO-LUMO gap is 11.09 eV.

---

x:
Computed, not measured: a cluster of 2 separate species, C3H6ClN in total, with wB97M-V/def2-TZVPD.

Geometry as XYZ:
```
11
C3H6ClN (wB97M-V/def2-TZVPD)
C 0.52 -0.46 -1.29
C -0.69 -0.36 -0.75
C -1.50 0.84 -0.63
N 0.73 0.00 2.10
Cl -1.19 1.81 -1.95
H 1.09 -1.32 -1.51
H 0.94 0.37 -1.83
H -1.07 -1.26 -0.19
H -0.13 -0.52 2.23
H 0.71 0.15 1.10
H 0.58 0.75 2.70
```

As for the HOMO energy: -0.3333 Ha. Its LUMO energy is -1.326 eV. The HOMO-LUMO gap is 7.74 eV.

---

Relative stability in eV, measured from the most stable structure: w 0.000; x 2.446

---

w:
Computed, not measured: an isolated molecule of C4H8S2, with wB97M-V/def2-TZVPD.

Geometry as XYZ:
```
14
C4H8S2 (wB97M-V/def2-TZVPD)
C 0.20 -0.63 1.14
C 0.24 -0.39 -0.33
C 1.32 -0.51 -1.07
C -1.02 0.08 -1.04
H -0.26 0.36 3.32
H -0.67 -1.19 1.42
H 1.09 -1.16 1.54
H 2.27 -0.81 -0.60
H 1.28 -0.36 -2.15
H -1.10 -0.48 -2.02
H -1.92 -0.08 -0.44
H -0.66 2.42 -0.35
S 0.13 0.90 2.14
S -0.89 1.83 -1.56
```

As for the HOMO energy: -0.3252 Ha. Its SMILES is C=C(CS)CS. Its LUMO energy is 0.639 eV. The HOMO-LUMO gap is 9.49 eV.

---

x:
Computed, not measured: a cluster of 2 separate species, C4H8S2 in total, with wB97M-V/def2-TZVPD.

Geometry as XYZ:
```
14
C4H8S2 (wB97M-V/def2-TZVPD)
C 0.36 -0.47 -1.68
C -0.24 -0.12 -0.39
C 0.60 -1.16 -0.38
C -0.42 1.13 0.34
S 2.92 1.33 0.27
S 1.27 -2.64 -0.02
H -0.33 -1.07 -2.18
H 1.16 0.10 -2.10
H 1.87 0.37 0.74
H -0.26 1.00 1.39
H -1.47 1.60 0.38
H 0.28 1.98 0.00
H 3.57 0.34 0.70
H 0.86 -2.87 1.27
```

As for the HOMO energy: -0.3011 Ha. Its SMILES is CC1=C(S)C1.S. Its LUMO energy is 0.407 eV. The HOMO-LUMO gap is 8.60 eV.

---

Relative stability in eV, measured from the most stable structure: w 0.000; x 3.204

---

w:
Computed, not measured: a structure of composition C6H13NO4, with wB97M-V/def2-TZVPD.

Geometry as XYZ:
```
24
C6H13NO4 (wB97M-V/def2-TZVPD)
C 1.66 -1.64 -0.97
C 0.95 -0.29 -0.48
C 0.50 1.19 1.45
C -0.69 1.71 0.58
C -1.30 0.48 0.09
C -0.57 -0.15 -0.98
H 0.58 -2.05 -2.49
H 0.77 -2.60 -0.28
H 2.60 -1.38 -0.62
H 1.39 0.59 -1.07
H 1.91 -0.53 1.08
H 0.34 1.21 2.81
H 1.32 1.53 1.42
H -0.44 2.02 -0.68
H -1.28 3.24 1.39
H -2.40 1.10 -0.30
H -0.75 -1.16 1.42
H -0.69 0.07 -1.78
H -1.96 -1.87 -0.44
N 0.97 -0.17 0.96
O 1.55 -1.92 -2.34
O -1.55 2.52 1.37
O -1.74 -0.43 1.15
O -1.16 -1.45 -1.28
```

As for the HOMO energy: -0.3299 Ha. Its LUMO energy is 0.532 eV. The HOMO-LUMO gap is 9.51 eV.

---

x:
Computed, not measured: an isolated molecule of C6H13NO4, with wB97M-V/def2-TZVPD.

Geometry as XYZ:
```
24
C6H13NO4 (wB97M-V/def2-TZVPD)
C 2.26 -0.20 -1.18
C 1.57 -0.64 0.12
C 0.22 1.34 0.73
C -1.10 0.60 0.41
C -0.88 -0.51 -0.62
C 0.27 -1.41 -0.16
H 2.50 -1.08 -1.79
H 1.64 0.50 -1.76
H 3.19 0.31 -0.95
H 2.25 -1.33 0.64
H 1.27 0.17 1.98
H 0.05 1.95 1.62
H 1.36 2.55 -0.26
H -1.48 0.15 1.33
H -1.64 2.09 -0.66
H -0.65 -0.05 -1.58
H -2.14 -1.78 -0.01
H 0.45 -2.18 -0.94
H 0.26 -2.87 1.17
N 1.37 0.50 1.03
O 0.49 2.15 -0.40
O -2.08 1.52 -0.02
O -2.04 -1.27 -0.83
O -0.21 -2.03 1.03
```

As for the HOMO energy: -0.3364 Ha. Its SMILES is C[C@H]1N[C@@H](O)[C@@H](O)[C@H](O)[C@@H]1O. Its LUMO energy is 0.508 eV. The HOMO-LUMO gap is 9.66 eV.

---

Relative stability in eV, measured from the most stable structure: w 12.753; x 0.000

---

w:
Computed, not measured: a structure of composition CH4CsN2O, with wB97M-V/def2-TZVPD.

Geometry as XYZ:
```
9
CH4CsN2O (wB97M-V/def2-TZVPD)
Cs 0.62 -2.71 -2.34
C -0.51 0.09 0.41
O -1.70 -0.15 0.52
N 0.05 0.00 -0.75
N 0.22 0.69 1.27
H 0.96 0.40 -0.88
H -0.57 -0.11 -1.54
H -0.29 1.03 2.07
H 1.23 0.76 1.23
```

As for the charge: +1. As for the HOMO energy: -0.4843 Ha. Its LUMO energy is -4.002 eV. The HOMO-LUMO gap is 9.18 eV.

---

x:
Computed, not measured: a structure of composition CH4CsN2O, with wB97M-V/def2-TZVPD.

Geometry as XYZ:
```
9
CH4CsN2O (wB97M-V/def2-TZVPD)
Cs 12.51 21.55 7.01
C 15.40 21.93 8.79
O 16.36 21.19 8.99
N 14.13 21.62 9.05
N 15.50 22.99 8.07
H 13.40 22.15 8.60
H 13.88 21.26 9.96
H 14.77 23.68 8.15
H 16.39 23.24 7.66
```

As for the charge: +1. As for the HOMO energy: -0.5042 Ha. Its LUMO energy is -4.133 eV. The HOMO-LUMO gap is 9.59 eV.

---

Relative stability in eV, measured from the most stable structure: w 0.000; x 1.444

---

w:
Computed, not measured: an isolated molecule of C18H21N3O3, with wB97M-V/def2-TZVPD.

Geometry as XYZ:
```
45
C18H21N3O3 (wB97M-V/def2-TZVPD)
C -5.84 0.05 1.70
H -5.96 1.13 1.63
O -4.49 -0.34 1.69
C -3.83 -0.15 0.46
C -3.57 1.32 0.11
C -2.63 1.46 -1.08
N -1.26 1.16 -0.72
C -0.21 1.89 -1.17
O -0.34 2.86 -1.89
C 1.11 1.44 -0.65
C 2.01 2.41 -0.33
N 3.21 2.16 0.26
C 3.64 0.89 0.62
O 4.72 0.73 1.19
C 2.72 -0.15 0.24
C 1.50 0.09 -0.40
C 0.94 -1.20 -0.69
C -0.18 -1.66 -1.39
C -0.40 -3.01 -1.49
C 0.48 -3.93 -0.91
C 1.62 -3.52 -0.25
C 1.85 -2.15 -0.16
N 2.91 -1.50 0.40
C 4.04 -2.14 1.02
H 4.53 -2.80 0.30
H 4.74 -1.37 1.34
H 3.71 -2.72 1.88
H 2.31 -4.23 0.17
H 0.28 -4.99 -1.00
H -1.26 -3.38 -2.02
H -0.85 -0.97 -1.87
C 4.08 3.28 0.55
H 4.98 2.88 1.02
H 3.59 3.98 1.23
H 4.34 3.80 -0.37
H 1.77 3.44 -0.52
H -1.09 0.39 -0.09
H -2.96 0.79 -1.89
H -2.63 2.48 -1.46
H -3.13 1.81 0.98
H -4.51 1.81 -0.13
H -2.89 -0.70 0.56
H -4.41 -0.62 -0.36
H -6.39 -0.43 0.88
H -6.24 -0.30 2.65
```

As for the HOMO energy: -0.2830 Ha. Its SMILES is COCCCNC(=O)c1cn(C)c(=O)c2c1c1ccccc1n2C. Its LUMO energy is 0.368 eV. The HOMO-LUMO gap is 8.07 eV.

---

x:
Computed, not measured: an isolated molecule of C18H21N3O3, with wB97M-V/def2-TZVPD.

Geometry as XYZ:
```
45
C18H21N3O3 (wB97M-V/def2-TZVPD)
C -1.19 -3.87 -1.09
H -1.19 -4.86 -0.72
H -1.47 -3.79 -2.22
H -0.14 -3.60 -1.22
O -1.98 -3.16 -0.53
C -1.98 -1.77 -0.67
O -1.34 -1.44 -1.49
C -2.76 -0.80 0.03
C -3.82 -1.36 0.82
C -4.54 -0.65 1.70
C -4.43 0.97 1.77
C -3.47 1.45 0.91
C -2.51 0.40 0.09
N -1.47 1.22 -0.48
C -1.10 2.41 -0.70
O -1.70 3.35 0.08
C 0.22 2.43 -1.36
N 1.20 1.70 -0.84
C 2.47 2.22 -0.34
C 3.00 1.00 0.17
C 2.17 -0.08 -0.53
N 1.02 0.52 -0.87
C 2.52 -1.41 -0.24
C 3.94 -1.63 0.23
H 4.20 -2.55 0.09
H 4.70 -1.42 -0.83
C 4.42 -0.93 1.20
C 5.84 -0.92 1.68
H 5.77 -2.13 2.21
H 6.13 -0.44 2.58
H 6.54 -0.87 0.86
C 4.30 0.69 0.62
H 4.48 1.43 1.62
H 5.13 0.79 0.03
H 3.66 -0.95 2.03
H 2.32 -1.85 -1.18
H 1.93 -1.94 0.33
H 2.61 3.17 0.17
H 0.48 3.68 -1.36
H -0.16 2.44 -2.35
H -0.83 0.38 -0.87
H -3.35 2.49 1.30
H -5.11 1.35 2.40
H -5.42 -1.20 2.31
H -4.02 -2.39 0.79
```

As for the HOMO energy: -0.3114 Ha. Its SMILES is COC(=O)c1ccccc1NC(=O)Cn1cc2c(n1)CC[C@@H](C)C2. Its LUMO energy is 0.372 eV. The HOMO-LUMO gap is 8.84 eV.

---

Relative stability in eV, measured from the most stable structure: w 0.000; x 16.588